1.
ORCA calculation (the ωB97M-V functional and the def2-TZVPD basis) on C3H4N3 as an isolated structure in a non-equilibrium geometry.

Properties
Spin multiplicity: 1
Gap between HOMO and LUMO (alpha / beta): 0.3065 / 0.3010 hartree
Charge: +1
E_LUMO (alpha / beta): -6.20 / -5.74 eV
HOMO (alpha / beta): -0.5344 / -0.5120 Ha

The geometry in XYZ format:
```
10
Properties=species:S:1:pos:R:3:nbo_charge:R:1
C 0.74065 -0.21167 0.16583 -0.370
C 2.06686 -0.07836 -0.06046 0.577
C -2.60696 0.18817 0.29592 -0.058
N -1.24383 -0.05575 -1.09229 0.123
N -0.19402 -0.08028 -0.69810 0.113
N 3.22268 -0.21459 -0.09377 -0.460
H 0.29312 -0.23236 1.20485 0.292
H -3.10955 1.01353 0.16333 0.115
H -3.34913 -0.63544 0.34209 0.160
H 4.18018 0.30675 -0.22740 0.508
```

***

2.
ORCA calculation (the ωB97M-V functional and the def2-TZVPD basis) on C3H4S2 as an isolated structure in a non-equilibrium geometry.

Properties
Spin multiplicity: 3
Gap between HOMO and LUMO (alpha / beta): 0.2594 / 0.2933 hartree
Charge: 0
E_LUMO (alpha / beta): 0.23 / -1.32 eV
⟨S²⟩: 2.0085
HOMO (alpha / beta): -0.2507 / -0.3419 Ha

The geometry in XYZ format:
```
9
Properties=species:S:1:pos:R:3:nbo_charge:R:1
C 0.29815 -0.03319 -0.57470 -0.461
C 0.27165 -2.29072 -0.12641 -0.301
C -0.37661 0.85200 0.44968 -0.657
S 1.49083 -1.11567 0.27572 0.253
S -0.82045 -1.36556 -1.16558 0.240
H 0.78871 0.71040 -1.37346 0.255
H -0.86157 0.34914 1.30501 0.229
H -1.14987 1.63297 0.18263 0.226
H 0.35915 1.26065 1.02711 0.217
```

***

3.
ORCA calculation (the ωB97M-V functional and the def2-TZVPD basis) on C15H26FeN3O2S5Si as an isolated structure.

Properties
Spin multiplicity: 1
Gap between HOMO and LUMO: 0.2426 hartree
Charge: -1
E_LUMO: 2.34 eV
HOMO: -0.1565 Ha

The geometry in XYZ format:
```
53
Properties=species:S:1:pos:R:3:nbo_charge:R:1
Fe -0.05844 0.13657 -1.07241 0.606
N -1.37400 0.18288 0.55323 -0.849
C -1.86230 1.55650 0.71105 -0.222
C -1.96979 2.19752 -0.66258 -0.235
N -0.66669 2.06989 -1.34571 -0.780
H -2.14517 -0.44671 0.35066 0.382
H -0.94058 -0.15810 1.41444 0.420
H -1.14522 2.10228 1.32954 0.190
H -2.82655 1.60982 1.22541 0.198
H -2.30838 3.23570 -0.58275 0.178
H -2.69430 1.64468 -1.26176 0.215
H -0.02784 2.80560 -1.06509 0.370
H -0.77638 2.14142 -2.35185 0.400
C -2.21474 -0.42948 5.55241 -0.742
S -2.82340 0.03727 3.91477 0.232
C -2.77493 -1.51040 3.09986 -0.552
C -1.64066 -2.19531 2.77719 -0.345
S -0.00477 -1.77734 3.04203 -0.403
S -1.97379 -3.71331 1.94535 0.478
C -3.69718 -3.66318 1.92862 -0.578
S -4.65502 -4.84660 1.27811 -0.169
S -4.30738 -2.24049 2.66947 0.454
H -2.13989 0.48610 6.13906 0.212
H -1.22996 -0.88173 5.44510 0.246
H -2.90633 -1.11763 6.03478 0.209
C 3.53358 0.40221 2.06376 -0.173
C 3.14998 -0.78074 1.45862 -0.229
C 2.12536 -0.76472 0.52881 0.071
N 1.48632 0.36074 0.17829 -0.417
C 1.86690 1.49758 0.76655 0.050
C 2.87719 1.56846 1.70775 -0.258
H 4.32143 0.41572 2.80585 0.211
H 3.61443 -1.72159 1.71750 0.223
H 1.77704 -1.66710 0.04771 0.249
H 1.33690 2.39064 0.46347 0.178
H 3.13423 2.52036 2.15170 0.214
O -1.64174 -0.70121 -2.14429 -0.713
C -1.16278 -1.83053 -1.85683 0.620
O -0.11761 -1.92466 -1.17149 -0.688
H -1.66610 -2.74215 -2.20972 0.104
C 2.47973 -1.16876 -3.43161 -1.094
Si 1.36034 0.30317 -2.95103 1.056
C 2.62379 1.75274 -2.82198 -1.099
C 0.46599 0.71435 -4.60146 -1.095
H 3.09261 -0.93782 -4.30988 0.202
H 1.87791 -2.05241 -3.65988 0.222
H 3.15389 -1.44311 -2.61472 0.214
H 3.25015 1.84615 -3.71585 0.207
H 3.28798 1.61156 -1.96311 0.212
H 2.11789 2.71604 -2.68107 0.194
H 1.16401 0.77928 -5.44316 0.204
H -0.06116 1.67520 -4.54928 0.194
H -0.28460 -0.04534 -4.83357 0.225
```

***

4.
ORCA calculation (the ωB97M-V functional and the def2-TZVPD basis) on C31H31CdN6O3PSTe as an isolated structure.

Properties
Spin multiplicity: 1
Gap between HOMO and LUMO: 0.2323 hartree
Charge: 0
E_LUMO: -0.62 eV
HOMO: -0.2552 Ha

The geometry in XYZ format:
```
75
Properties=species:S:1:pos:R:3:lowdin_charge:R:1
Cd -0.28298 -0.15434 -0.39982 1.165
C -1.61195 5.03140 -2.56210 -0.108
C -2.61870 4.52849 -1.74654 -0.089
C -2.33985 3.53070 -0.82695 -0.043
C -1.04770 3.01712 -0.70080 -0.326
C -0.04883 3.51227 -1.53491 -0.051
C -0.32875 4.51576 -2.45163 -0.101
N -0.77819 1.96907 0.20583 -0.040
C -0.94165 2.17154 1.51121 -0.265
C -1.12270 3.47114 2.10174 -0.024
C -1.23328 3.63269 3.44821 -0.084
C -1.18988 2.54064 4.35069 -0.104
C -1.03654 1.28851 3.83771 -0.043
C -0.91887 1.08367 2.44630 -0.228
N -0.81412 -0.17726 1.90539 -0.037
N -0.91139 -1.18890 2.64279 0.067
C -0.75981 -2.41461 1.92088 -0.328
C -1.34151 -3.54001 2.49660 -0.015
C -1.23639 -4.74460 1.83284 -0.060
C -0.54883 -4.79225 0.62396 -0.060
C 0.00464 -3.62160 0.14197 -0.182
N -0.08005 -2.45284 0.78138 0.029
H -1.82850 5.81273 -3.27862 0.096
H -3.62759 4.91211 -1.83010 0.100
H -3.12582 3.13040 -0.19743 0.119
H 0.94078 3.08241 -1.48216 0.084
H 0.46215 4.89265 -3.08847 0.102
H -1.14771 4.33371 1.45092 0.107
H -1.34942 4.63543 3.84326 0.103
H -1.27165 2.70458 5.41545 0.094
H -0.99918 0.41839 4.47876 0.100
H -1.86544 -3.43767 3.43574 0.111
H -1.68902 -5.63639 2.24594 0.109
H -0.44298 -5.71082 0.06566 0.104
H 0.53475 -3.60770 -0.80434 0.097
S 6.45378 0.65095 -0.56192 0.986
C 4.72964 0.37867 -0.19240 -0.506
C 3.87597 1.45114 0.01545 -0.054
C 2.52285 1.20117 0.17192 -0.130
N 2.01300 -0.02761 0.13770 -0.014
C 2.84069 -1.06065 -0.00171 -0.122
C 4.20499 -0.90529 -0.16485 -0.063
C 6.33705 0.31830 -2.31043 -0.520
C 5.95668 1.30982 -3.20174 -0.070
C 5.83060 0.98423 -4.54414 -0.143
N 6.05994 -0.22998 -5.03681 0.056
C 6.44238 -1.16861 -4.17414 -0.137
C 6.59622 -0.94907 -2.81436 -0.082
H 4.24907 2.46548 0.01817 0.111
H 1.80749 2.00608 0.28905 0.093
H 2.38206 -2.04087 -0.00054 0.092
H 4.84164 -1.76862 -0.29742 0.109
H 5.74857 2.31354 -2.85726 0.109
H 5.52380 1.74111 -5.25686 0.114
H 6.63255 -2.15247 -4.58796 0.111
H 6.91251 -1.75023 -2.16056 0.104
C -2.06816 1.58572 -5.79086 -0.069
C -1.04280 1.70495 -4.69528 -0.288
O -0.14606 0.56572 -4.77655 -0.283
P 0.20204 -0.22072 -3.44460 0.027
O 0.84146 0.67481 -2.42428 -0.450
Te -1.71837 -1.30849 -2.50425 0.398
O 1.18850 -1.34228 -3.98010 -0.295
C 2.58721 -1.03402 -4.21700 -0.263
C 2.82265 -0.67161 -5.66177 -0.067
H -2.75076 2.43602 -5.75291 0.080
H -2.65290 0.67388 -5.67186 0.075
H -1.59121 1.56721 -6.77030 0.078
H -1.50928 1.73164 -3.70612 0.083
H -0.42196 2.59463 -4.79409 0.115
H 3.11872 -1.94522 -3.93868 0.116
H 2.89150 -0.23664 -3.53354 0.099
H 2.56027 -1.50172 -6.31649 0.084
H 3.87458 -0.42415 -5.81590 0.044
H 2.22677 0.19387 -5.94837 0.074
```